Run P
{
  "formula": "CH2ClNOS2",
  "method": "ωB97M-V with the def2-TZVPD basis set",
  "mol_weight_g_mol": 143.6,
  "multiplicity": 1,
  "charge": 0,
  "elements": ["C", "N", "O", "S", "S", "Cl", "H", "H"],
  "xyz": [[1.5277, -1.2305, 0.5283], [0.3880, -0.9979, 0.2990], [2.6765, -1.3062, 0.6418], [-4.3425, 0.1768, -0.1351], [-1.1341, -1.0279, -0.0033], [2.6075, 1.5981, -0.4846], [-3.5561, 0.7052, -1.1942], [1.8330, 2.0824, 0.3481]],
  "mulliken_charge": [0.5604, -0.1030, -0.3556, -0.3254, 0.1088, -0.2497, 0.1305, 0.2339]
}

=====

Run Q
{
  "formula": "CH2ClNOS2",
  "method": "ωB97M-V with the def2-TZVPD basis set",
  "mol_weight_g_mol": 143.6,
  "multiplicity": 1,
  "charge": 0,
  "elements": ["C", "N", "O", "S", "S", "Cl", "H", "H"],
  "xyz": [[-0.4072, -0.9259, -0.9393], [0.6105, -0.9911, -0.2176], [-1.3109, -0.0363, -1.0455], [1.1756, -0.4107, 2.4467], [1.2309, 0.4255, 0.7700], [0.5906, 2.8270, 1.3399], [-0.8303, -1.7584, -1.5652], [-1.0592, 0.8698, -0.7889]],
  "mulliken_charge": [0.3293, -0.4029, -0.3989, -0.0165, 0.2645, -0.3916, 0.3045, 0.3117]
}

=====

Which is most stable, and by how much? run Q, by 196.7 kJ/mol.

=====

Run P
{
  "formula": "C28H84N9O8P3S5",
  "method": "ωB97M-V with the def2-TZVPD basis set",
  "mol_weight_g_mol": 928.3,
  "s2": 0.762,
  "multiplicity": 2,
  "charge": 1,
  "elements": ["O", "P", "N", "C", "C", "N", "C", "C", "N", "C", "C", "H", "H", "H", "H", "H", "H", "H", "H", "H", "H", "H", "H", "H", "H", "H", "H", "H", "H", "O", "P", "N", "C", "C", "N", "C", "C", "N", "C", "C", "H", "H", "H", "H", "H", "H", "H", "H", "H", "H", "H", "H", "H", "H", "H", "H", "H", "H", "O", "P", "N", "C", "C", "N", "C", "C", "N", "C", "C", "H", "H", "H", "H", "H", "H", "H", "H", "H", "H", "H", "H", "H", "H", "H", "H", "H", "H", "C", "S", "O", "C", "H", "H", "H", "H", "H", "H", "C", "S", "O", "C", "H", "H", "H", "H", "H", "H", "C", "S", "O", "C", "H", "H", "H", "H", "H", "H", "C", "S", "O", "C", "H", "H", "H", "H", "H", "H", "C", "S", "O", "C", "H", "H", "H", "H", "H", "H"],
  "xyz": [[-6.5384, 0.0559, -1.0363], [-6.3232, -1.2906, -0.4769], [-6.7181, -2.6330, -1.5485], [-7.6016, -2.4509, -2.6726], [-6.4452, -4.0353, -1.1654], [-7.1550, -1.7013, 0.9810], [-7.6788, -0.4992, 1.6795], [-7.0135, -2.8881, 1.8378], [-4.7038, -1.5513, 0.0477], [-3.5724, -1.8741, -0.8798], [-4.1734, -0.8279, 1.2186], [-7.0237, -2.4763, -3.5965], [-7.9843, -1.4440, -2.5061], [-8.3072, -3.2786, -2.7431], [-6.3666, -4.7457, -1.9884], [-7.2463, -4.3329, -0.4888], [-5.4711, -4.0789, -0.6783], [-8.4594, -0.7973, 2.3793], [-6.9094, 0.0431, 2.2290], [-8.0800, 0.2464, 0.9930], [-6.6595, -2.4991, 2.7925], [-7.9703, -3.3926, 1.9722], [-6.2061, -3.5078, 1.4476], [-2.8037, -2.4751, -0.3940], [-4.0026, -2.5379, -1.6297], [-3.1639, -1.0018, -1.3901], [-3.1018, -0.9457, 1.3796], [-4.6811, -1.0526, 2.1566], [-4.2609, 0.2535, 1.1136], [5.3501, 3.5742, 0.3315], [5.8979, 4.9138, -0.2695], [4.6834, 5.9221, -0.9609], [4.7844, 7.3095, -1.3513], [3.3928, 5.3191, -1.3571], [6.7920, 4.6025, -1.6442], [6.2733, 3.6195, -2.5864], [7.5890, 5.7080, -2.3447], [6.7649, 5.9371, 0.7753], [6.1179, 6.8528, 1.7166], [8.2318, 5.7393, 0.9987], [4.1334, 7.9990, -0.8139], [4.6354, 7.5419, -2.4057], [5.7988, 7.6930, -1.2412], [3.3986, 4.8596, -2.3455], [2.5709, 6.0349, -1.3666], [3.0472, 4.5326, -0.6861], [7.0808, 3.2269, -3.2043], [6.0079, 2.6823, -2.0972], [5.4101, 4.0201, -3.1179], [6.9222, 6.3044, -2.9674], [8.0628, 6.3034, -1.5643], [8.3937, 5.2027, -2.8787], [6.2475, 7.8951, 1.4250], [5.0552, 6.6265, 1.6300], [6.4041, 6.7717, 2.7652], [8.7953, 6.6646, 1.1188], [8.7862, 5.3291, 0.1546], [8.3803, 5.0849, 1.8577], [-0.0828, -6.7805, 0.4518], [-0.7083, -5.8677, 1.4713], [-0.9071, -6.6681, 2.9571], [-0.4222, -8.0481, 3.0975], [-1.2630, -6.0331, 4.2966], [-2.3108, -5.2801, 1.1569], [-3.0880, -4.6056, 2.2024], [-3.1912, -5.7665, 0.1038], [0.0484, -4.3547, 1.8217], [-0.0888, -3.0764, 1.0523], [1.1873, -4.2742, 2.8258], [-0.8767, -8.6362, 3.8948], [0.6628, -8.1276, 3.1642], [-0.5859, -8.6228, 2.1858], [-2.2865, -6.2867, 4.5726], [-1.2105, -4.9509, 4.1775], [-0.6206, -6.3623, 5.1133], [-3.7156, -5.2958, 2.7661], [-2.3759, -4.1545, 2.8934], [-3.7650, -3.8636, 1.7790], [-2.8726, -5.3594, -0.8558], [-3.2104, -6.8536, 0.0270], [-4.2054, -5.3975, 0.2570], [0.8405, -2.6072, 0.7295], [-0.4549, -3.2198, 0.0357], [-0.6666, -2.3133, 1.5738], [1.2320, -5.1315, 3.4975], [1.0018, -3.4120, 3.4663], [2.1600, -4.2121, 2.3379], [1.4061, 4.1244, 3.4726], [2.8135, 4.5205, 4.6503], [2.7215, 3.7882, 5.9981], [3.9740, 3.3941, 3.7225], [0.5757, 4.7839, 3.7247], [1.0491, 3.0974, 3.5487], [1.6101, 4.4222, 2.4441], [4.8740, 3.2496, 4.3202], [4.3930, 3.8326, 2.8169], [3.6337, 2.3739, 3.5449], [0.0701, -0.2273, -4.6796], [1.5897, -1.2089, -4.1899], [1.3415, -1.8457, -2.7930], [1.2743, -2.5479, -5.5174], [-0.7650, -0.8871, -4.9151], [0.2508, 0.2888, -5.6225], [-0.1968, 0.4889, -3.9024], [1.8603, -3.4159, -5.2152], [1.4951, -2.2234, -6.5343], [0.2604, -2.9018, -5.3310], [3.8806, -1.1229, -0.3679], [3.4418, -1.5966, 1.3256], [4.6604, -1.7300, 2.2041], [2.7074, 0.0112, 1.7886], [4.3034, -2.0484, -0.7586], [4.5693, -0.2786, -0.3985], [3.0037, -0.9765, -0.9985], [1.7916, -0.1927, 2.3433], [2.4009, 0.6026, 0.9259], [3.3794, 0.5752, 2.4356], [-0.3616, -0.2269, -0.3230], [-0.5125, 1.4623, 0.3416], [0.1191, 1.4110, 1.7247], [0.8754, 2.1446, -0.7848], [-0.4665, -0.1957, -1.4075], [-1.1436, -0.8164, 0.1555], [0.5890, -0.7349, -0.1607], [1.2182, 3.1198, -0.4391], [0.5086, 2.2000, -1.8097], [1.7569, 1.5060, -0.8416], [-3.5742, 2.1231, -4.8529], [-3.0272, 1.5801, -3.1368], [-1.6777, 2.2471, -2.8865], [-4.3522, 2.3873, -2.1557], [-3.4190, 3.2018, -4.8306], [-4.6468, 1.9401, -4.9171], [-3.0291, 1.5587, -5.6094], [-4.0453, 2.4492, -1.1116], [-5.3167, 1.8803, -2.1837], [-4.4755, 3.4237, -2.4698]],
  "mulliken_charge": [-0.7226, 0.3237, 0.3680, -0.9429, -0.5474, 0.2175, -0.9900, -0.8491, 0.7594, -0.5756, -1.0270, 0.3498, 0.3284, 0.3608, 0.4833, 0.3851, -0.2723, 0.4286, 0.3428, 0.3130, 0.4814, 0.2770, 0.2338, 0.0012, 0.4593, 0.0508, 0.1691, 0.2164, 0.3886, -0.7320, 0.3578, 0.5155, -1.2520, -1.2513, 0.1889, -0.9208, -1.1039, 0.3764, -1.0771, -1.1915, 0.3726, 0.3855, 0.3710, 0.3011, 0.4144, 0.2529, 0.3804, 0.1991, 0.2593, 0.2587, 0.3810, 0.3935, 0.2895, 0.3335, 0.3644, 0.3869, 0.4203, 0.3149, -0.8490, 0.3461, 0.2303, -1.1638, -1.1070, 0.4333, -0.3554, -1.1510, 0.4553, -1.0804, -0.9600, 0.4084, 0.3474, 0.3413, 0.2866, 0.4474, 0.4181, 0.3020, 0.1823, -0.3176, 0.3425, 0.3795, 0.3038, 0.1922, 0.3442, 0.3488, 0.3602, 0.3645, 0.2341, -0.7704, 0.4562, -0.6322, -0.2683, 0.4528, 0.2270, 0.1820, 0.4318, 0.0582, -0.0841, -0.6435, 0.4017, -0.5214, -1.0546, 0.3110, 0.5235, -0.0635, 0.3881, 0.3706, 0.3074, -0.7690, 0.5445, -0.6834, -0.4263, 0.3974, 0.3193, 0.0619, 0.3144, -0.2830, 0.4160, 2.1563, 0.3417, -0.5290, -0.8343, -0.1357, -1.0364, -0.8653, 0.2741, 0.3819, 0.2105, -1.0674, 0.6820, -0.6234, -1.0401, 0.3444, 0.3579, 0.3235, 0.2700, 0.3068, 0.4351]
}

=====

Run Q
{
  "formula": "C28H84N9O8P3S5",
  "method": "ωB97M-V with the def2-TZVPD basis set",
  "mol_weight_g_mol": 928.3,
  "s2": 0.757,
  "multiplicity": 2,
  "charge": 1,
  "elements": ["O", "P", "N", "C", "C", "N", "C", "C", "N", "C", "C", "H", "H", "H", "H", "H", "H", "H", "H", "H", "H", "H", "H", "H", "H", "H", "H", "H", "H", "O", "P", "N", "C", "C", "N", "C", "C", "N", "C", "C", "H", "H", "H", "H", "H", "H", "H", "H", "H", "H", "H", "H", "H", "H", "H", "H", "H", "H", "O", "P", "N", "C", "C", "N", "C", "C", "N", "C", "C", "H", "H", "H", "H", "H", "H", "H", "H", "H", "H", "H", "H", "H", "H", "H", "H", "H", "H", "C", "S", "O", "C", "H", "H", "H", "H", "H", "H", "C", "S", "O", "C", "H", "H", "H", "H", "H", "H", "C", "S", "O", "C", "H", "H", "H", "H", "H", "H", "C", "S", "O", "C", "H", "H", "H", "H", "H", "H", "C", "S", "O", "C", "H", "H", "H", "H", "H", "H"],
  "xyz": [[-0.2102, -1.4717, 5.6372], [0.9122, -0.5829, 6.0678], [2.3513, -1.0211, 5.1952], [2.4098, -0.8466, 3.7526], [3.3506, -2.0497, 5.5963], [1.5772, -0.5380, 7.6560], [0.7972, -1.1374, 8.7716], [2.7846, 0.2128, 8.0268], [0.6186, 1.0642, 5.7154], [1.6113, 2.2624, 5.5341], [-0.6971, 1.5309, 5.8835], [1.9731, 0.1349, 3.5681], [1.8942, -1.5805, 3.1332], [3.4253, -0.9104, 3.3615], [2.8372, -3.0094, 5.5359], [3.6645, -1.7868, 6.6065], [4.2918, -2.0132, 5.0479], [1.2052, -0.5336, 9.5822], [-0.2637, -0.9692, 8.5866], [1.0743, -2.1739, 8.9639], [3.6266, -0.4325, 8.2774], [3.2335, 0.7823, 7.2130], [2.6146, 0.8210, 8.9152], [1.3344, 3.0308, 4.8124], [1.9555, 2.7266, 6.4583], [2.5250, 1.8595, 5.0971], [-1.3101, 0.8070, 6.4206], [-1.1199, 1.5424, 4.8790], [-0.6385, 2.4796, 6.4170], [4.4177, -2.9480, -1.7044], [3.5780, -4.0534, -1.2768], [1.9864, -3.7476, -0.5865], [0.8997, -4.7507, -0.3291], [1.5497, -2.3682, -0.5088], [4.4361, -4.9448, -0.0836], [5.5545, -5.7539, -0.4720], [4.1946, -4.9555, 1.3982], [3.2450, -5.0977, -2.5371], [2.6745, -4.5017, -3.6649], [2.9465, -6.5642, -2.4199], [0.4668, -5.3063, -1.1610], [0.1102, -4.2282, 0.2110], [1.2779, -5.5967, 0.2448], [2.2036, -1.8533, 0.1951], [0.4928, -2.1176, -0.4185], [1.8953, -1.8995, -1.4302], [5.6648, -5.7923, -1.5557], [6.5409, -5.3957, -0.1774], [5.3373, -6.7589, -0.1099], [3.3393, -5.6037, 1.5892], [5.0580, -5.4613, 1.8305], [3.8752, -3.9789, 1.7618], [1.5854, -4.5459, -3.6651], [2.9699, -3.4719, -3.8655], [3.0309, -5.0881, -4.5118], [3.6062, -7.1136, -3.0915], [1.8949, -6.5212, -2.7034], [3.1384, -6.8366, -1.3820], [-3.5693, -0.0955, -4.3019], [-2.4407, -0.0557, -5.1629], [-1.0793, -0.8972, -4.5179], [0.1061, -0.9815, -5.2526], [-1.4013, -1.9868, -3.6616], [-2.0955, 1.5509, -5.5221], [-3.1407, 2.3464, -6.2325], [-1.0681, 2.2462, -4.6667], [-2.6687, -0.7073, -6.7921], [-1.6859, -0.4781, -7.8542], [-3.8319, -1.3011, -7.2615], [0.4046, -0.2359, -5.9895], [0.3250, -1.9210, -5.7601], [0.9303, -0.8719, -4.5478], [-0.5389, -2.3666, -3.1139], [-1.7773, -2.8978, -4.1274], [-2.1978, -1.7403, -2.9595], [-3.4089, 1.9068, -7.1931], [-4.0520, 2.4950, -5.6532], [-2.7605, 3.3408, -6.4664], [-0.4809, 1.5641, -4.0518], [-0.4943, 2.6935, -5.4782], [-1.5638, 2.9690, -4.0187], [-0.7985, 0.1037, -7.6053], [-1.4781, -1.4468, -8.3087], [-2.1401, 0.1208, -8.6436], [-3.7190, -1.9044, -8.1623], [-4.6897, -0.6344, -7.3497], [-4.2108, -2.0043, -6.5199], [2.1096, 6.9426, 3.4730], [1.8474, 5.4264, 2.4376], [2.6158, 4.3470, 3.2579], [0.0465, 5.1482, 2.8211], [3.1469, 7.2341, 3.6375], [1.7621, 6.6576, 4.4661], [1.5478, 7.8514, 3.2573], [-0.6467, 5.7766, 2.2619], [-0.1545, 5.3640, 3.8704], [-0.1656, 4.0813, 2.7521], [-4.8106, 4.8741, -1.1227], [-5.4574, 4.5350, -2.8323], [-4.9224, 5.5856, -3.7559], [-4.4982, 3.0591, -3.2427], [-3.8077, 4.4477, -1.1461], [-5.3850, 4.2153, -0.4714], [-4.9070, 5.9157, -0.8165], [-4.1971, 2.3845, -2.4413], [-3.5588, 3.4115, -3.6687], [-4.9520, 2.4721, -4.0411], [-2.0547, -3.1364, 3.1578], [-3.0350, -1.8088, 2.4136], [-3.2916, -2.2348, 0.9447], [-4.6230, -2.0680, 3.3461], [-1.1003, -3.2910, 2.6544], [-2.5202, -4.1138, 3.0313], [-1.9460, -2.8763, 4.2107], [-4.5935, -1.9350, 4.4276], [-4.7956, -3.1432, 3.2998], [-5.4206, -1.5973, 2.7713], [-1.5967, 0.9560, -1.2506], [-0.5865, 1.8951, 0.0310], [-1.6147, 2.9259, 0.4636], [-0.6241, 0.5060, 1.3024], [-2.4595, 0.4940, -0.7710], [-1.0110, 0.0766, -1.5183], [-1.7864, 1.6598, -2.0611], [-1.4910, 0.5559, 1.9613], [0.3517, 0.5561, 1.7855], [-0.7460, -0.4259, 0.7504], [1.1024, 5.9496, -2.7786], [0.0815, 6.5067, -1.4227], [-0.3550, 7.8068, -2.0578], [-1.1517, 5.1798, -1.7337], [1.4078, 4.9182, -2.6028], [1.8679, 6.7222, -2.8516], [0.4984, 5.8497, -3.6805], [-0.6806, 4.3447, -2.2523], [-1.9269, 5.3939, -2.4694], [-1.7849, 4.8507, -0.9098]],
  "mulliken_charge": [-0.6769, 0.0830, 0.3648, -0.9746, -0.9384, 0.2362, -0.9901, -1.1302, 0.5774, -1.0358, -1.0560, 0.0446, 0.4102, 0.3901, 0.3061, 0.1918, 0.3614, 0.3468, 0.3054, 0.2517, 0.3672, 0.3421, 0.3926, 0.2662, 0.3429, 0.3800, 0.3461, 0.1271, 0.3745, -0.8693, 0.2036, 0.7924, -0.8791, -1.5389, 0.1674, -1.2135, -0.8923, 0.1542, -1.0531, -1.0218, 0.2303, 0.2299, 0.3222, 0.2979, 0.5823, 0.3911, 0.3534, 0.3378, 0.4921, 0.2701, 0.4287, 0.2138, 0.2766, 0.3271, 0.3839, 0.2608, 0.4110, 0.3125, -0.9871, 0.4097, 0.7993, -1.2584, -1.1497, 0.3567, -0.9583, -0.7456, 0.2760, -1.1902, -1.0715, 0.2634, 0.4152, 0.3938, 0.1479, 0.2956, 0.4432, 0.2866, 0.1890, 0.3861, 0.3356, 0.4469, -0.1278, 0.3090, 0.3905, 0.4482, 0.3598, 0.3001, 0.3349, -0.9863, 0.5085, -0.6192, -0.7229, 0.3464, 0.2916, 0.3645, 0.3596, 0.3757, 0.0509, -0.2341, 0.5732, -0.2673, -0.8475, -0.2364, 0.4043, 0.4117, 0.4371, 0.0788, 0.6162, -0.8368, 0.7336, -0.6869, -1.1364, 0.1260, 0.4365, 0.3096, 0.3686, 0.3653, 0.3229, 0.0609, 0.5108, -0.6457, -0.3452, 0.5625, 0.0973, -0.6606, 0.2897, 0.2363, -0.0185, -0.9708, 0.6586, -0.7158, -0.6933, 0.3079, 0.3894, 0.3138, -0.0526, 0.5121, 0.1798]
}

=====

Which is most stable, and by how much? run P, by 224.3 kJ/mol.

=====

Run P
{
  "formula": "C4H7INO",
  "method": "ωB97M-V with the def2-TZVPD basis set",
  "mol_weight_g_mol": 212.0,
  "multiplicity": 1,
  "charge": 1,
  "elements": ["C", "C", "C", "C", "N", "O", "I", "H", "H", "H", "H", "H", "H", "H"],
  "xyz": [[-0.8377, -2.6875, 0.2981], [-1.1066, -0.1033, 0.0620], [0.1006, 1.9493, -0.1245], [1.2463, -0.2538, 0.0127], [-0.0056, 0.5100, -0.0074], [-1.0750, -3.1911, -0.6781], [-2.9377, 0.7565, -0.2390], [-0.3462, -2.5131, 1.2526], [-0.7035, 2.3241, -0.7409], [1.0048, 2.1506, -0.7178], [-0.0177, 2.4441, 0.7890], [1.0348, -1.2711, 0.2520], [1.9347, 0.1243, 0.7994], [1.7088, -0.2390, -0.9581]],
  "mulliken_charge": [0.2807, 0.0460, -1.0776, -0.8614, 0.0114, -0.1038, 0.1920, 0.4644, 0.3988, 0.3227, 0.3783, 0.2146, 0.3492, 0.3847]
}

=====

Run Q
{
  "formula": "C4H7INO",
  "method": "ωB97M-V with the def2-TZVPD basis set",
  "mol_weight_g_mol": 212.0,
  "smiles": "C=C(O)CC(=[NH2+])I",
  "multiplicity": 1,
  "charge": 1,
  "elements": ["C", "C", "O", "C", "C", "N", "I", "H", "H", "H", "H", "H", "H", "H"],
  "xyz": [[0.6130, 1.7263, -0.4052], [0.7503, 0.5119, 0.0813], [1.6938, -0.4247, -0.2686], [-0.2260, -0.0029, 1.0257], [-1.2110, -0.6626, 0.0984], [-0.7789, -1.7734, -0.4277], [-3.2314, 0.0908, -0.0508], [-0.1917, 2.4298, -0.2139], [1.4714, 2.0773, -1.0418], [2.5342, -0.1602, -0.6954], [0.2382, -0.7160, 1.7987], [-0.7743, 0.8245, 1.6973], [-1.2313, -2.1340, -1.2935], [0.3436, -1.7868, -0.3046]],
  "mulliken_charge": [-0.8907, 0.9097, -0.5334, -0.8125, 0.1538, -0.3171, 0.3088, 0.2869, 0.2085, 0.3609, 0.2664, 0.3897, 0.3202, 0.3487]
}

=====

Which is most stable, and by how much? run Q, by 219.8 kJ/mol.